# C20H23AsClO8PPdS4Te

A structure of composition C20H23AsClO8PPdS4Te at a distorted geometry (ωB97M-V/def2-TZVPD, the OMol25 dataset).

The geometry in XYZ format:
```
60
Properties=species:S:1:pos:R:3:forces:R:3:lowdin_charge:R:1
Pd 1.44560 0.55602 0.29266 -1.08 0.52 0.09 0.55
C -4.57929 -2.22362 -2.21357 -0.01 -0.01 0.04 -0.11
O -5.09440 -1.36351 -1.22349 -0.03 0.02 -0.06 -0.11
C -4.17500 -0.63665 -0.50097 -0.01 -0.07 -0.01 -0.30
C -4.72722 0.34091 0.34703 0.14 -0.01 0.02 -0.06
C -3.85151 1.11968 1.06916 -0.05 0.02 -0.02 -0.07
C -2.45931 0.99179 0.98989 0.01 0.02 0.14 -0.10
C -1.57798 1.93472 1.68313 -0.02 -0.09 -0.29 -0.40
C -2.00083 2.57247 2.99813 -0.04 -0.02 0.02 -0.01
O -0.47904 2.22176 1.24312 0.15 0.13 0.26 -0.01
C -1.88706 -0.04926 0.17560 -0.22 -0.14 -0.06 -0.36
O -0.66593 -0.36440 0.13418 0.22 0.14 -0.04 -0.20
C -2.82314 -0.84082 -0.58489 0.07 0.15 0.10 0.05
H -5.43802 -2.60174 -2.76620 0.00 -0.02 -0.01 0.08
H -4.03312 -3.06382 -1.77419 0.01 -0.01 0.00 0.09
H -3.90762 -1.69356 -2.89368 -0.01 0.01 -0.02 0.09
H -5.79920 0.47337 0.39483 0.00 0.01 -0.02 0.09
H -4.26781 1.90511 1.69060 0.01 -0.02 0.02 0.09
H -3.05422 2.45581 3.24452 0.01 0.00 -0.01 0.05
H -1.72456 3.62610 2.98917 0.01 0.00 0.00 0.08
H -1.41004 2.08108 3.77488 -0.01 0.01 0.00 0.09
H -2.38027 -1.59642 -1.21820 0.00 0.00 0.01 0.10
S 6.19144 2.02812 1.55306 0.11 0.11 0.06 -0.10
As 4.23316 2.18855 0.73509 0.17 0.29 -0.16 -0.59
S 2.56978 1.92941 2.05194 -0.08 -0.17 -0.23 0.12
S 3.75250 0.86097 -0.86374 -0.09 -0.18 0.15 0.04
S 4.58337 4.24913 0.16896 0.17 -0.16 0.11 -0.04
C 5.57449 -2.31965 2.85008 0.04 -0.01 0.03 -0.08
C 4.88021 -2.01094 1.54431 -0.05 0.15 -0.23 -0.29
O 3.67626 -1.28683 1.81623 0.38 0.00 0.40 -0.34
P 2.22277 -1.82460 1.57694 -0.50 -0.46 0.34 0.08
O 1.21059 -0.99712 2.29849 0.57 -0.12 -0.53 -0.37
Te 1.78149 -2.09130 -0.77287 0.21 -0.12 -0.03 0.76
O 2.33704 -3.31591 2.20894 -0.13 -0.07 0.12 -0.30
C 1.10678 -4.04689 2.35125 0.09 0.02 -0.03 -0.31
C 0.46167 -3.78027 3.69385 -0.01 0.01 0.08 -0.09
H 6.49894 -2.87156 2.65887 -0.01 0.02 0.01 0.07
H 4.92881 -2.92148 3.49099 0.00 -0.01 -0.01 0.07
H 5.82104 -1.39244 3.36817 -0.01 0.00 -0.01 0.08
H 4.65611 -2.91905 0.97996 -0.04 0.00 0.00 0.10
H 5.47803 -1.35202 0.91370 0.04 -0.03 0.00 0.10
H 1.36727 -5.10094 2.24198 0.05 -0.01 -0.01 0.11
H 0.42864 -3.78350 1.53453 -0.01 0.01 0.00 0.08
H 1.17332 -3.95999 4.50250 0.00 -0.03 -0.02 0.07
H -0.39687 -4.44331 3.83145 0.00 0.03 -0.01 0.07
H 0.12923 -2.74516 3.75245 0.01 0.01 -0.02 0.07
Cl -2.45503 4.73597 -6.32742 0.07 -0.08 0.08 0.58
C -1.59436 3.68323 -5.20644 -0.06 0.06 -0.06 -0.67
C -1.07640 4.21789 -4.04011 0.02 0.01 0.00 -0.11
C -0.40813 3.37895 -3.15882 -0.01 -0.01 0.03 0.00
C -0.25477 2.02662 -3.44283 -0.08 0.07 -0.05 -0.11
C -0.78118 1.51967 -4.62328 0.01 -0.02 -0.02 -0.02
C -1.45818 2.34149 -5.51466 0.03 -0.02 0.00 -0.12
C 0.47264 1.10130 -2.47652 0.21 0.06 0.00 -0.64
O 0.67728 -0.06281 -2.83350 -0.04 -0.01 0.04 -0.10
O 0.80959 1.67464 -1.39610 -0.17 0.04 -0.19 -0.17
H -1.19511 5.27231 -3.82863 -0.01 -0.01 0.01 0.10
H 0.00383 3.75414 -2.23111 -0.01 0.00 -0.01 0.12
H -0.64503 0.46443 -4.82278 -0.01 0.01 -0.01 0.11
H -1.87127 1.95394 -6.43666 -0.01 -0.01 0.01 0.09
```
Forces are in eV/Å.

<S²>: 6.03
LUMO (spin up / spin down): 0.14613 / 0.11611 Ha
Multiplicity: 5
Energy: -174261.3214 eV
Frontier orbital gap (spin up / spin down): 0.2281 / 0.2025 Eh
Net charge: -2


# C31H33Br2N4O4Sn

A structure of composition C31H33Br2N4O4Sn at a distorted geometry (ωB97M-V/def2-TZVPD, the OMol25 dataset).

The geometry in XYZ format:
```
75
Properties=species:S:1:pos:R:3:forces:R:3:lowdin_charge:R:1
Sn 1.69226 -1.03560 2.27712 -0.24 -1.20 -1.32 1.45
Br 2.61820 -7.22131 6.18622 -0.10 0.55 -0.36 0.76
C 2.66562 -5.68280 5.06526 -0.79 1.62 0.75 -0.66
C 3.34388 -5.70261 3.85601 -0.09 0.87 -0.27 -0.09
C 3.56200 -4.58693 3.09118 -1.60 0.83 1.48 0.03
C 2.97745 -3.34938 3.43194 1.37 0.76 -1.21 -0.31
O 3.36271 -2.24054 2.70483 -1.64 -1.25 0.91 -0.24
C 2.13551 -3.30415 4.55367 -0.02 0.61 1.06 -0.13
C 1.58847 -2.03122 5.04080 0.32 -0.64 0.79 0.00
N 1.52798 -0.88752 4.41342 0.17 0.02 -0.24 -0.04
C 1.24185 0.40963 4.95568 -0.86 0.68 0.23 -0.15
C 0.61008 0.69204 6.18140 1.28 0.78 -2.10 0.02
C 0.29776 2.03126 6.52120 -0.01 0.64 -0.85 -0.02
C 0.58028 3.10610 5.66637 -0.17 -2.86 0.18 0.01
C 1.12786 2.84452 4.38878 -0.10 0.70 -0.35 -0.14
C 1.20567 3.84815 3.35015 0.40 -0.76 -0.06 0.05
C 1.65669 3.53534 2.07088 -0.48 -0.72 2.22 -0.02
C 1.98706 2.18583 1.81286 -0.72 0.38 1.50 -0.10
N 1.84873 1.27237 2.75266 0.41 -0.68 0.21 -0.03
C 1.46517 1.53452 4.04403 -0.18 -1.09 -0.32 -0.16
C 2.07466 -4.46476 5.41709 -0.05 -0.09 -0.58 -0.03
H 3.69989 -6.58269 3.43681 0.72 -1.74 -0.27 0.10
H 4.06197 -4.66867 2.18758 1.04 -0.03 -1.49 0.11
H 1.25542 -2.03753 6.08225 0.09 -0.09 -0.04 0.14
H 0.35800 -0.09178 6.83960 -0.30 -0.75 0.68 0.10
H -0.30611 2.17786 7.41211 0.35 0.20 0.01 0.12
H 0.21179 4.05822 5.85928 -0.39 1.60 0.59 0.10
H 0.87315 4.84599 3.63000 0.16 -0.08 -0.28 0.13
H 1.69129 4.27072 1.32515 0.14 0.79 -0.96 0.10
H 2.28280 1.82672 0.85772 0.23 -0.13 -0.76 0.11
H 1.52728 -4.33990 6.34058 -0.05 -0.23 0.11 0.11
C -0.94963 3.16325 -6.02064 -0.88 -1.68 -1.03 -0.02
C -2.29946 2.85627 -5.28074 0.93 2.60 0.53 -0.52
C -3.37089 2.29614 -6.19528 1.08 -1.66 -0.47 -0.04
C -2.89077 4.22091 -4.83601 0.19 0.70 0.61 -0.07
C -1.86498 2.07987 -4.05067 -0.17 -0.55 -0.87 -0.12
C -1.89711 2.63789 -2.76489 0.01 -0.96 0.26 -0.07
C -1.48552 1.88921 -1.69980 0.81 0.77 0.06 -0.51
Br -1.46781 2.72524 0.03818 -0.03 -0.47 -0.57 0.79
C -0.82056 0.61476 -1.86003 -0.46 -1.26 1.44 -0.34
O -0.35373 0.01488 -0.84293 -0.33 0.66 -1.12 -0.03
C -0.87262 0.01141 -3.20643 -0.13 0.61 0.22 -0.06
C -1.32443 0.78986 -4.24583 -0.16 -0.54 0.08 0.04
C -0.38111 -1.38516 -3.43306 0.14 -0.98 -0.63 -0.50
C -1.22922 -2.51441 -2.78937 0.72 0.08 0.37 -0.02
C 1.08992 -1.45361 -2.96003 0.47 -0.91 -0.26 -0.03
C -0.49880 -1.79143 -4.92767 1.68 0.21 0.88 -0.06
H -1.04536 3.95381 -6.74584 -0.41 0.19 -0.50 0.08
H -0.59849 2.23396 -6.53788 -0.14 0.80 0.30 0.10
H -0.17926 3.49339 -5.37311 0.67 0.15 1.01 0.07
H -3.51507 2.94386 -7.03313 0.00 0.70 -0.45 0.08
H -4.32287 2.18215 -5.71755 -0.46 -0.18 0.46 0.09
H -3.06419 1.34450 -6.66271 -0.21 0.06 0.40 0.09
H -3.35664 4.73804 -5.68332 -0.09 -0.30 0.24 0.09
H -2.19606 4.98429 -4.40611 -0.03 -0.86 -0.31 0.10
H -3.61685 4.02866 -4.03388 -0.28 0.27 -0.51 0.08
H -2.26416 3.61394 -2.58968 -0.31 0.71 0.06 0.08
H -1.28664 0.33730 -5.25076 -0.27 0.65 0.63 0.11
H -1.38640 -2.48340 -1.72954 0.51 0.20 0.81 0.07
H -0.74190 -3.46086 -3.06236 -0.22 0.20 0.27 0.10
H -2.22787 -2.53359 -3.16235 -0.73 0.08 -0.76 0.08
H 1.14345 -1.37559 -1.87319 0.02 -0.33 -0.16 0.07
H 1.73731 -0.66917 -3.34819 -0.30 0.38 -0.27 0.09
H 1.57789 -2.38727 -3.33485 -0.55 0.45 0.55 0.10
H -1.50254 -1.81961 -5.24524 -1.27 -0.04 -0.40 0.07
H -0.06355 -2.78062 -5.04426 -0.05 -0.10 0.00 0.09
H 0.06231 -1.13450 -5.56387 0.35 0.40 -0.48 0.08
N -0.54453 -0.34947 2.14396 -0.07 2.14 -0.35 -0.06
N -1.40200 -1.40390 1.89577 2.39 -1.59 -0.74 0.02
C -0.87836 -2.72593 1.75545 -1.73 -0.60 1.63 -0.67
O -1.65131 -3.68211 1.72709 0.83 1.55 -0.57 0.06
O 0.39788 -2.80050 1.87405 1.94 0.79 -0.01 -0.13
H -0.82582 0.19358 2.99648 0.25 -0.58 -1.02 0.13
H -0.50904 0.29842 1.29470 -0.28 -0.76 1.14 0.05
H -2.34853 -1.30632 2.03293 -2.33 0.36 0.26 0.12
```
Forces are in eV/Å.

LUMO (spin up / spin down): -0.16119 / -0.17206 Ha
Energy: -192742.0633 eV
Frontier orbital gap (spin up / spin down): 0.2342 / 0.2241 Eh
Relative energy (zero: lowest compared OMol25 entry of this formula, charge and spin): 0.00 kJ/mol
Net charge: +1